No. 1
62
Properties=species:S:1:pos:R:3 method="wB97M-V/def2-TZVPD" relative_energy_kcal_mol=36.7 homo_ev=-7.484 homo_lumo_gap_ha=0.28842
C -2.67713 -1.61581 -3.93556
H -2.84639 -0.54172 -4.04124
H -2.34088 -2.04174 -4.87744
H -3.60707 -2.08728 -3.61086
O -1.64414 -1.86233 -2.99675
C -1.91191 -1.49176 -1.72144
O -2.97243 -0.98251 -1.39631
C -0.82302 -1.76468 -0.82572
C -0.75248 -1.45720 0.53387
N -1.80001 -0.82012 1.15694
C -1.87312 -0.18727 2.35986
O -1.07260 -0.30087 3.26036
C -3.12145 0.67775 2.49097
C -3.36337 1.55520 1.24714
N -2.11042 1.87303 0.60577
C -1.29220 2.82478 1.32361
C -0.01251 3.09035 0.51342
N 0.21716 1.93772 -0.32554
C -0.75690 1.90240 -1.39151
C -2.15580 2.16997 -0.80389
H -2.45905 3.21529 -0.99775
H -2.88440 1.51470 -1.28379
H -0.72252 0.90603 -1.84116
H -0.54909 2.64345 -2.18687
C 1.57752 1.63134 -0.71705
C 2.33433 2.75751 -1.44147
C 3.70157 2.25633 -1.89822
C 4.51679 1.74467 -0.71383
C 3.75620 0.65002 0.02987
C 2.39896 1.17068 0.49005
H 2.55722 2.00452 1.17554
H 1.84903 0.39643 1.02315
H 4.33373 0.31266 0.89269
H 3.61163 -0.21017 -0.62773
H 5.47795 1.36204 -1.06420
H 4.71660 2.57262 -0.02964
H 4.24280 3.06128 -2.40144
H 3.56448 1.44568 -2.61831
H 1.75975 3.10037 -2.30522
H 2.46233 3.60420 -0.76361
H 1.49767 0.77910 -1.40531
H 0.82587 3.23268 1.19225
H -0.12654 4.01266 -0.08515
H -1.82956 3.77558 1.50650
H -1.03288 2.38501 2.28826
H -3.97870 1.01258 0.52502
H -3.92662 2.45791 1.54860
H -3.98321 0.02864 2.65842
H -2.98944 1.29072 3.38305
H -2.53980 -0.61245 0.48974
C 0.52280 -1.90579 0.98847
C 1.18373 -1.90454 2.22212
C 2.45198 -2.42972 2.29234
C 3.08796 -2.96456 1.16599
C 2.46392 -2.98991 -0.05962
C 1.17911 -2.46092 -0.14452
N 0.35629 -2.36557 -1.21829
H 0.54066 -2.68391 -2.15367
H 2.94774 -3.40525 -0.93142
H 4.08609 -3.36541 1.26401
H 2.97548 -2.43285 3.23649
H 0.69840 -1.48643 3.08831

No. 2
57
Properties=species:S:1:pos:R:3 method="wB97M-V/def2-TZVPD" relative_energy_kcal_mol=70.9 homo_ev=-8.527 homo_lumo_gap_ha=0.33635
O 8.33238 -1.48027 2.02040
H 8.57077 -2.29608 1.58011
H 9.16149 -1.01398 2.12706
O 7.78157 0.75584 7.61330
H 8.12530 -0.11306 7.82089
H 8.53806 1.33746 7.68858
O 4.84547 1.20128 3.97658
H 5.16526 0.49421 3.41621
H 5.32954 1.09599 4.79562
C 1.27729 -3.16771 -3.05563
O -0.18231 -3.36582 -3.21409
C -0.84266 -2.53051 -4.23158
C -2.36318 -2.93849 -4.29536
N -3.12189 -2.56331 -5.49072
C -4.46239 -3.19720 -5.80619
C -4.62334 -3.27538 -7.34704
O -3.83900 -4.32857 -7.92918
C -4.17170 -4.51267 -9.35048
H 1.84896 -3.91101 -2.49993
H 1.36039 -2.22244 -2.51930
H 1.73830 -3.29168 -4.03553
H -0.64015 -2.85801 -5.25130
H -0.65534 -1.47990 -4.00971
H -2.88825 -2.77067 -3.35502
H -2.28020 -4.02401 -4.34901
H -2.56391 -2.84317 -6.28472
H -5.21740 -2.63478 -5.25686
H -4.60681 -4.22796 -5.48251
H -4.42327 -2.33919 -7.86822
H -5.66040 -3.49742 -7.59864
H -5.14803 -4.95465 -9.54929
H -3.47257 -5.16246 -9.87687
H -4.14589 -3.65210 -10.01896
C -0.75335 0.87394 6.59528
O -1.17252 2.22424 6.37417
C -2.17583 2.32322 5.36176
C -2.32249 3.78811 4.85282
N -0.93245 4.34773 4.68617
C -0.54468 4.16179 3.26984
C 0.90926 4.73777 2.94605
O 1.25313 4.11461 1.67576
C 2.50728 4.41434 1.22514
H 0.20095 0.74684 7.10640
H -0.57073 0.46275 5.60247
H -1.53502 0.26520 7.04975
H -3.11548 2.09777 5.86610
H -2.00407 1.62899 4.53918
H -2.88963 4.24734 5.66249
H -2.84761 3.89441 3.90360
H -0.40518 3.75537 5.31160
H -1.03800 4.75293 2.49829
H -0.39324 3.10117 3.06920
H 1.53584 4.51546 3.80980
H 0.90454 5.82596 2.88334
H 3.01453 3.54498 0.80679
H 3.13032 4.73303 2.06084
H 2.47841 5.21001 0.48072

No. 3
31
Properties=species:S:1:pos:R:3 method="wB97M-V/def2-TZVPD" relative_energy_kcal_mol=126.0 homo_ev=-15.637 total_charge=+2 homo_lumo_gap_ha=0.34040
C -3.52357 -0.28107 -0.09586
C -2.57638 -0.97385 -0.35973
C 2.20349 -0.12504 -1.05495
C 3.61449 -0.55632 -1.05128
C -0.02216 2.77932 0.11671
C -0.29121 1.45462 -0.65720
C 1.62806 -1.40759 1.05478
N 1.37788 -0.35943 -0.12529
N -1.88162 -2.05633 -0.67526
N 0.36328 -1.72746 1.71276
N 0.12012 0.12771 -0.10416
N -4.63174 0.58562 -0.04934
H 1.93962 0.58164 -1.83153
H 3.82562 -1.31818 -0.19648
H 4.11757 0.44456 -0.99108
H 3.83340 -1.04886 -2.02867
H -0.64887 2.79943 1.07750
H 1.08876 2.93053 0.44043
H -0.23555 3.62463 -0.53098
H 0.15361 1.64035 -1.60322
H -1.32962 1.36893 -0.64544
H 2.38270 -0.92368 1.79014
H 2.20758 -2.29915 0.73345
H -1.46776 -2.25976 -1.64647
H -1.69428 -2.68717 0.05636
H 0.15517 -2.69475 1.81516
H -0.36189 0.12986 0.90236
H 0.38248 -1.34371 2.58545
H -5.47650 0.06450 -0.49508
H -4.45729 1.47862 -0.56978
H -4.86291 0.77542 0.95671

No. 4
12
Properties=species:S:1:pos:R:3 method="wB97M-V/def2-TZVPD" relative_energy_kcal_mol=44.7 homo_ev=-9.419 homo_lumo_gap_ha=0.32017
C 1.33472 -0.57610 -0.70388
C 1.03832 -1.03392 0.68481
C 0.36473 0.08682 -1.30263
C -0.01825 -0.52452 1.21643
O -1.01338 2.34087 0.28256
P -1.04517 0.26903 -0.04910
S -2.77814 -0.45074 0.05651
H 2.36201 -0.81930 -1.13830
H 1.73417 -1.65150 1.01364
H 0.47652 0.37291 -2.34215
H -0.52959 -0.64052 2.17018
H -1.92593 2.62699 0.11191

No. 5
39
Properties=species:S:1:pos:R:3 method="wB97M-V/def2-TZVPD" relative_energy_kcal_mol=123.8 homo_ev=-9.548 homo_lumo_gap_ha=0.26690
C 4.38198 3.55776 2.31511
C 3.07401 3.11541 2.09279
C 2.62075 1.78992 2.28810
O 1.49636 1.31856 2.26579
C 3.68514 0.89227 2.80988
C 4.92329 1.27567 3.02370
C 5.43617 2.65838 2.77924
O 6.56387 3.06677 3.00182
O 5.90432 0.42947 3.53521
O 2.15322 3.95956 1.66229
H 4.64444 4.59772 2.18867
H 3.46489 -0.14500 3.01471
H 6.71210 0.94808 3.54599
H 1.36055 3.49110 1.39060
C 1.53898 -1.10184 -1.48534
Cl 0.03660 -2.07508 -1.64802
Cl 2.89987 -2.13660 -1.11609
Cl 1.48362 0.13753 -0.24792
H 1.69938 -0.69665 -2.48444
C -0.38172 0.59700 1.21842
Cl -1.39881 -0.77586 0.64740
Cl -1.06866 1.21742 2.72805
Cl -0.34886 1.91101 0.13769
H 0.66115 0.29524 1.31569
C -2.07709 -0.90355 -2.03569
C -3.54930 -1.21460 -1.72012
O -4.10282 -1.47003 -2.98482
C -5.46776 -1.91508 -2.80097
C -5.49453 -3.42153 -2.77490
H -2.00900 0.06046 -2.53982
H -1.53956 -0.68339 -1.11336
H -1.50130 -1.68569 -2.53048
H -3.62592 -2.11121 -1.10504
H -3.91634 -0.34971 -1.16754
H -5.99195 -1.46987 -1.95533
H -6.03659 -1.65476 -3.69360
H -5.23497 -3.66422 -3.80534
H -6.33324 -4.09550 -2.60045
H -4.66230 -3.74914 -2.15187

| no. | calculated total energy (eV) |
| --- | --- |
| 1 | -36474.551 |
| 2 | -30334.957 |
| 3 | -14996.557 |
| 4 | -26398.430 |
| 5 | -98067.488 |